Model P:
# C6H12O

One molecule with the formula C6H12O (ωB97M-V/def2-TZVPD, OMol25).

Computed properties:
highest occupied orbital energy: -0.352 Ha

Positions of all 19 atoms, in Å:
C: 0.55409 -0.50820 2.19138
C: -0.47606 -0.54733 1.05803
C: -0.98828 0.84884 0.70533
O: -1.34717 0.80081 -0.64963
C: -0.43843 -0.01734 -1.37865
C: 0.61251 0.84565 -2.04450
C: 0.14915 -1.04065 -0.39239
H: 0.66812 0.43524 2.74434
H: 1.27851 -0.53492 1.40253
H: 0.73801 -1.38487 2.83086
H: -1.28167 -1.23236 1.29941
H: -1.88716 1.12283 1.26751
H: -0.22670 1.63310 0.89501
H: -1.05500 -0.46814 -2.16058
H: 0.10422 1.65480 -2.57589
H: 1.21379 0.24874 -2.73802
H: 1.28900 1.27199 -1.29764
H: 1.26240 -1.06489 -0.52170
H: -0.16932 -2.06331 -0.63540

Mulliken atomic charge list, values in e, 8 entries:
1 C -1.195
2 C 0.522
3 C -0.811
4 O -0.438
5 C 0.454
6 C -1.429
7 C -1.110
8 H 0.285

Model Q:
# C6H12O

A 2-piece molecular cluster, C6H12O overall (ωB97M-V/def2-TZVPD, OMol25).

Computed properties:
highest occupied orbital energy: -0.320 Ha

Positions of all 19 atoms, in Å:
C: 2.89035 0.76000 0.12579
O: 1.97338 0.75439 1.23139
C: 1.66516 -0.41999 1.70504
C: -0.85400 -0.38969 -0.25896
C: -0.87587 1.11944 -0.30613
C: -1.61752 -1.19502 -1.26908
C: -2.07982 -1.14848 0.16098
H: 2.32521 0.98466 -0.78224
H: 3.36379 -0.22016 0.04862
H: 3.62292 1.54568 0.30920
H: 0.09374 -0.82537 0.05779
H: 0.92749 -0.16541 2.50804
H: -0.12174 1.51515 -0.99576
H: -0.68375 1.55342 0.68051
H: -1.85142 1.47949 -0.64912
H: -1.17321 -2.11575 -1.63554
H: -2.20346 -0.65830 -2.01087
H: -1.95748 -2.03800 0.77239
H: -2.97614 -0.57527 0.38585

Mulliken atomic charge list, values in e, 8 entries:
1 C -0.528
2 O -0.133
3 C -0.382
4 C 0.421
5 C -1.319
6 C -0.660
7 C -0.722
8 H 0.207

Most stable of them? model P.

Model P:
# C23H14Cl5NO3S2SbSe4W

C23H14Cl5NO3S2SbSe4W as an isolated structure (ωB97M-V/def2-TZVPD, OMol25).

Computed properties:
highest occupied orbital energy (spin up / spin down): -0.278 / -0.276 Ha
spin multiplicity: 2

Positions of all 54 atoms, in Å:
W: -0.18840 -0.34564 0.34898
Cl: -2.21476 6.92895 0.16895
C: -1.69290 5.29866 0.02765
C: -0.33833 4.98779 0.09601
Cl: 0.81818 6.23488 0.30770
C: 0.08641 3.66507 -0.03287
Cl: 1.76122 3.31165 0.05386
C: -0.83224 2.63533 -0.25758
O: -0.42304 1.37307 -0.46328
C: -2.18624 2.96747 -0.30860
Cl: -3.32582 1.71019 -0.54988
C: -2.61887 4.28214 -0.16823
Cl: -4.29633 4.64503 -0.25937
O: -1.34389 -0.01159 1.60513
N: 0.64238 -1.68764 2.30135
C: 1.28588 -1.32026 3.41887
C: 2.53602 -1.78887 3.74937
C: 3.13172 -2.74369 2.92912
C: 2.44680 -3.20139 1.82101
C: 1.23368 -2.59750 1.51958
S: 0.55597 -2.66242 -0.10824
H: 0.78314 -0.55862 4.00312
H: 3.05936 -1.37773 4.59948
H: 4.14829 -3.06830 3.10602
H: 2.87992 -3.90146 1.12151
O: -1.59518 -0.99024 -0.68392
S: -2.12748 -1.71417 0.67179
C: -2.56334 -3.28380 -0.15939
C: -2.85538 -3.44209 -1.50234
C: -3.00755 -4.71914 -2.02138
C: -2.85863 -5.82968 -1.20128
C: -2.55494 -5.66722 0.14391
C: -2.39740 -4.39134 0.65993
C: -3.83242 -1.23372 0.86020
C: -4.33874 -1.32470 2.14492
C: -5.69350 -1.10120 2.34890
C: -6.51121 -0.78537 1.27570
C: -5.98358 -0.69071 -0.00867
C: -4.63835 -0.92601 -0.22508
H: -2.93892 -2.58064 -2.15216
H: -3.22462 -4.84586 -3.07362
H: -2.96014 -6.82359 -1.61655
H: -2.41466 -6.53102 0.77970
H: -2.12170 -4.24473 1.69921
H: -3.68293 -1.56666 2.97214
H: -6.10180 -1.16760 3.34795
H: -7.56686 -0.61192 1.43631
H: -6.62076 -0.43884 -0.84546
H: -4.22584 -0.87645 -1.22317
Se: 5.09151 2.06024 -1.20128
Sb: 4.33828 0.57617 0.52753
Se: 1.91971 0.05793 0.37860
Se: 4.95679 1.22584 2.77396
Se: 5.69659 -1.44598 0.53506

Mulliken atomic charge list, values in e, 8 entries:
1 W 1.319
2 Cl -0.186
3 C 0.574
4 C -0.097
5 Cl -0.173
6 C 0.831
7 Cl -0.173
8 C -0.983

Model Q:
# C23H14Cl5NO3S2SbSe4W

C23H14Cl5NO3S2SbSe4W as an isolated structure (ωB97M-V/def2-TZVPD, OMol25).

Computed properties:
highest occupied orbital energy (spin up / spin down): -0.309 / -0.308 Ha
spin multiplicity: 2

Positions of all 54 atoms, in Å:
W: 0.36932 0.46422 0.77104
Cl: -1.52925 -6.11443 1.33355
C: -0.64522 -4.67722 1.01257
C: -0.13489 -3.92071 2.07493
Cl: -0.43526 -4.39258 3.69508
C: 0.58318 -2.76575 1.80870
Cl: 1.05680 -1.70554 3.08473
C: 0.80609 -2.34653 0.48828
O: 1.43051 -1.15427 0.30817
C: 0.33270 -3.12306 -0.55107
Cl: 0.78309 -2.70182 -2.16340
C: -0.43247 -4.26177 -0.29370
Cl: -1.11370 -5.13695 -1.60723
O: 1.78040 1.09475 1.88152
N: 1.25456 1.95811 -0.32392
C: 2.49608 1.70871 -0.94650
C: 3.61976 2.32763 -0.55619
C: 3.55575 3.33069 0.49184
C: 2.46906 3.44053 1.25953
C: 1.42452 2.42391 1.07245
S: -0.32669 2.66182 1.57985
H: 2.45693 1.07783 -1.82626
H: 4.53945 2.16127 -1.09745
H: 4.37769 4.02668 0.60141
H: 2.32427 4.19050 2.02289
O: -0.49757 0.13833 -1.19435
S: -0.60299 0.42154 -2.67823
C: -1.04618 2.13287 -2.85937
C: -1.57308 2.85561 -1.80411
C: -1.87157 4.19459 -2.00595
C: -1.64206 4.78671 -3.23909
C: -1.11185 4.04436 -4.28744
C: -0.80285 2.70714 -4.09906
C: -2.12267 -0.36698 -3.11150
C: -2.12336 -1.15598 -4.24952
C: -3.29815 -1.80572 -4.61061
C: -4.42453 -1.68096 -3.81347
C: -4.40270 -0.89125 -2.66739
C: -3.25323 -0.21126 -2.31506
H: -1.72515 2.40101 -0.83750
H: -2.28419 4.77326 -1.19012
H: -1.86597 5.83535 -3.38322
H: -0.92916 4.50900 -5.24694
H: -0.37933 2.12137 -4.90642
H: -1.22168 -1.27102 -4.83799
H: -3.32658 -2.41309 -5.50496
H: -5.32993 -2.21145 -4.07818
H: -5.27715 -0.81075 -2.03702
H: -3.24197 0.42801 -1.43993
Se: -5.45286 0.69386 1.06256
Sb: -4.09778 -0.92958 2.24610
Se: -1.62099 -0.32259 1.44292
Se: -4.70056 -2.66785 0.67968
Se: -3.93315 -1.21388 4.57322

Mulliken atomic charge list, values in e, 8 entries:
1 W 1.015
2 Cl -0.185
3 C 0.268
4 C 0.211
5 Cl -0.162
6 C 0.423
7 Cl -0.040
8 C -0.253

Most stable of them? model Q.

Model P:
# C5H13N

One molecule with the formula C5H13N (ωB97M-V/def2-TZVPD, OMol25).

Computed properties:
highest occupied orbital energy: -0.321 Ha

Positions of all 19 atoms, in Å:
C: -1.73145 -1.83884 -0.98749
N: -0.63467 -1.29084 -0.19660
C: -0.37061 0.12859 -0.49540
C: 0.91968 0.58578 0.20547
C: 0.76895 0.32760 1.68130
C: 1.14718 2.05936 -0.13204
H: -2.04130 -2.75929 -0.49370
H: -2.56486 -1.13830 -0.89263
H: -1.53779 -1.99811 -2.05302
H: 0.21638 -1.82560 -0.32903
H: -0.34033 0.28683 -1.57470
H: -1.19545 0.63117 0.01764
H: 1.71363 0.01244 -0.27139
H: 1.10323 -0.66731 1.97286
H: 1.29904 1.01297 2.33876
H: -0.20381 0.25751 2.16074
H: 0.27145 2.63773 0.17073
H: 1.92155 2.44545 0.53898
H: 1.47040 2.19503 -1.15859

Mulliken atomic charge list, values in e, 8 entries:
1 C -0.921
2 N -0.253
3 C -1.035
4 C 0.770
5 C -1.370
6 C -1.556
7 H 0.334
8 H 0.326

Model Q:
# C5H13N

A 2-piece molecular cluster, C5H13N overall (ωB97M-V/def2-TZVPD, OMol25).

Computed properties:
highest occupied orbital energy: -0.301 Ha

Positions of all 19 atoms, in Å:
C: 1.20732 0.69068 0.68286
C: 1.03321 -0.71602 1.27912
C: 1.43908 -0.70948 2.76024
H: 2.22323 1.03599 0.55632
H: 0.76194 0.67594 -0.31978
H: 0.53721 1.35038 1.23672
H: -0.00330 -1.00264 1.10676
H: 1.70754 -1.40125 0.76973
H: 1.67294 -1.69261 3.17500
H: 0.77943 -0.22912 3.48246
H: 2.37432 -0.13860 2.78350
C: -0.83572 -0.36974 -2.74640
C: -1.62497 0.66485 -2.43248
N: -2.55661 0.62378 -1.39890
H: -1.04654 -1.28474 -2.21773
H: -0.05185 -0.18281 -3.45679
H: -1.57161 1.65367 -2.86655
H: -2.81384 -0.31942 -1.14373
H: -3.23178 1.35113 -1.25033

Mulliken atomic charge list, values in e, 8 entries:
1 C -0.966
2 C -0.171
3 C -1.145
4 H 0.386
5 H 0.187
6 H 0.280
7 H 0.245
8 H 0.253

Most stable of them? model P.

Model P:
# C5H13N

One molecule with the formula C5H13N (ωB97M-V/def2-TZVPD, OMol25).

Computed properties:
highest occupied orbital energy: -0.333 Ha

Positions of all 19 atoms, in Å:
C: -0.62357 2.28533 0.05823
N: -0.00442 0.96546 -0.57309
C: -0.69785 -1.92416 -1.19530
C: 0.36677 -1.45640 -0.26428
C: 0.04046 -0.06702 0.40777
C: 1.08062 0.19933 1.48461
H: 0.23651 2.87935 0.49289
H: -1.28678 1.88845 0.84024
H: -1.17700 2.71240 -0.78355
H: -0.73407 0.77200 -1.24511
H: -0.31792 -2.00418 -2.21832
H: -1.56755 -1.24523 -1.25192
H: -0.93312 -2.99585 -1.00612
H: 0.46892 -1.96858 0.69588
H: 1.44261 -1.43239 -0.50481
H: -0.91122 -0.20720 0.95653
H: 0.83050 1.19020 1.87435
H: 0.87687 -0.59616 2.19782
H: 2.12592 0.19673 1.14179

Mulliken atomic charge list, values in e, 8 entries:
1 C -0.802
2 N -0.597
3 C -1.137
4 C -0.436
5 C 0.249
6 C -1.516
7 H 0.209
8 H 0.314

Model Q:
# C5H13N

A 2-piece molecular cluster, C5H13N overall (ωB97M-V/def2-TZVPD, OMol25).

Computed properties:
highest occupied orbital energy: -0.352 Ha

Positions of all 19 atoms, in Å:
C: -0.39502 2.38480 0.21858
C: -1.13643 1.27543 -0.47326
C: -2.29196 0.71570 0.33468
H: -0.98663 2.93881 0.96290
H: 0.05061 3.10511 -0.47416
H: 0.45825 2.06659 0.83595
H: -0.46593 0.48314 -0.79958
H: -1.52113 1.64964 -1.43780
H: -2.91334 0.13447 -0.36780
H: -1.98407 0.04557 1.12952
H: -2.97970 1.50173 0.64910
C: 0.52921 -1.56594 0.75328
C: 2.11393 -1.30023 -0.91262
N: 1.65371 -2.09953 -0.05337
H: -0.09199 -0.92189 0.12249
H: 0.96554 -0.89057 1.49885
H: -0.07593 -2.33774 1.22258
H: 2.75202 -1.73148 -1.68323
H: 2.01687 -0.20204 -0.92435

Mulliken atomic charge list, values in e, 8 entries:
1 C -1.106
2 C -0.072
3 C -1.208
4 H 0.352
5 H 0.330
6 H 0.245
7 H 0.185
8 H 0.303

Model R:
# C5H13N

A 2-piece molecular cluster, C5H13N overall (ωB97M-V/def2-TZVPD, OMol25).

Computed properties:
highest occupied orbital energy: -0.272 Ha

Positions of all 19 atoms, in Å:
C: 0.16725 0.09591 -1.15672
C: 0.62312 1.33208 -0.49197
C: -0.27020 2.10048 0.23288
C: 0.66605 -1.04877 -0.26683
C: -0.14277 -2.29345 -0.63808
N: -0.68054 0.05196 1.86961
H: -0.91106 0.21866 -1.05247
H: 0.47148 0.04723 -2.20505
H: 1.67946 1.57722 -0.49476
H: -0.01396 3.11083 0.53201
H: 0.07304 1.04754 0.93464
H: -0.56467 0.68200 2.66613
H: 1.73227 -1.22209 -0.39910
H: 0.28270 -0.68116 0.75499
H: -0.10010 -3.06040 0.13875
H: 0.00194 -2.80148 -1.59776
H: -1.19798 -1.98906 -0.61414
H: -1.30138 2.10501 -0.08220
H: -1.58486 -0.38257 1.95191

Mulliken atomic charge list, values in e, 8 entries:
1 C -0.630
2 C -0.271
3 C -0.445
4 C -0.137
5 C -1.386
6 N -0.946
7 H 0.185
8 H 0.452

Most stable of them? model P.